This record from the OMol25 dataset describes a gas-phase ion, C4H7N2S (charge +1). The level of theory is the ωB97M-V functional and the def2-TZVPD basis.

Structure (XYZ):
```
14
Properties=species:S:1:pos:R:3
C 2.12 1.16 0.07
C 0.84 1.59 0.26
C 1.14 -0.69 -0.88
C -2.49 -0.46 0.10
N 2.20 -0.10 -0.48
N -0.16 0.75 -0.02
S -1.65 1.01 -0.54
H 3.00 1.70 0.33
H 0.62 2.56 0.67
H 0.99 -1.74 -1.06
H -1.97 -0.82 0.99
H -2.51 -1.23 -0.67
H -3.50 -0.17 0.35
H 3.14 -0.53 -0.52
```

Results
Total charge: +1
E_LUMO (alpha / beta): -5.2031 / -5.1963 eV
HOMO level (alpha / beta): -12.942 / -12.933 eV
Energy above the lowest of the compared OMol25 structures with the same formula, charge and spin: 92.3 kcal per mole

List of Löwdin charges in e, atom by atom: -0.060, -0.164, 0.199, -0.314, 0.013, -0.371, 0.987, 0.130, 0.142, 0.103, 0.050, 0.044, 0.047, 0.193